ORCA calculation (wB97M-V/def2-TZVPD) on a structure of composition C17H29NO9Zr.

Last column: Löwdin charge in e.
Atoms and positions in Å:
H 2.1093 2.9300 -0.3955  0.102
H 1.7016 1.2048 2.9011  0.120
H 1.7536 -0.3798 3.5785  0.122
H -0.7833 2.7980 -4.1191  0.132
N -0.4540 1.3284 -1.8786  -0.043
C 1.8763 0.5230 -1.3471  -0.002
H -2.8255 0.9141 -4.3692  0.103
H 2.2481 -4.4148 -0.2538  0.149
H -0.6592 1.8198 7.4943  0.133
H 0.5726 3.6480 -0.6024  0.099
C -0.0056 0.0456 2.5199  -0.588
H 0.7369 2.2330 0.5234  0.067
H 1.9654 -0.1234 -2.2218  0.085
C -0.6439 -0.5522 -3.5263  0.001
C -0.2683 -3.2393 -0.6739  -0.554
C -0.7981 -1.0657 6.3886  -0.587
H 1.4435 2.6548 -4.9439  0.130
H -1.5251 1.6422 5.2569  0.114
C 1.5864 -4.4452 -1.1121  -0.021
C 1.1507 1.9373 -4.1754  -0.159
C -2.4890 1.0912 -3.3525  -0.024
C -1.9379 0.8977 5.9338  -0.090
Zr -1.8234 -0.4079 0.6634  2.129
C -1.2955 0.9547 7.3392  -0.084
H 1.6753 -0.1252 -0.4925  0.072
C 1.4640 2.5262 -2.8137  -0.135
H -1.2263 -0.9086 -4.3731  0.103
O 0.1788 -0.7330 1.5272  -0.103
C 0.9610 1.7127 -1.6072  -0.463
H 0.3978 -0.6668 -3.8238  0.081
H -0.8595 -1.1613 -2.6450  0.060
H 1.7118 1.0222 -4.3720  0.114
H 0.4894 -6.2064 -0.5358  0.150
H -0.7459 1.4985 -5.2468  0.136
C 1.0456 2.6855 -0.4174  -0.005
O -0.9282 0.6370 -0.8965  -0.267
H 0.0647 -5.7014 -2.1454  0.149
C 1.0819 0.4658 3.4160  0.070
O 0.9525 -3.1236 -1.1370  0.100
H -2.7703 2.0986 -3.0396  0.099
H 1.0339 3.5316 -2.7523  0.129
O -0.9338 -2.2572 -0.3683  -0.049
H 2.8663 0.9425 -1.1611  0.103
H -2.0749 0.9265 8.0974  0.136
H 2.1197 -4.5634 -2.0519  0.147
H -3.0195 0.7822 5.9493  0.133
H 2.5276 2.7620 -2.7347  0.137
O -0.4403 -2.1915 6.2785  0.173
H -3.0562 0.3732 -2.7465  0.074
O -1.6232 -0.4508 5.4925  -0.004
O -0.6967 -4.4732 -0.6550  0.137
H 0.7777 0.8388 4.3880  0.099
O -0.4523 -0.2003 7.3481  0.075
C -0.3531 1.8004 -4.2775  -0.133
C -0.9798 0.9157 -3.1786  -0.486
O -1.1769 0.5774 2.5133  -0.121
C 0.3531 -5.3285 -1.1661  -0.046

Summary:
* total charge: +2
* energy relative to the best compared isomer or geometry (same formula, charge and spin): 0.0 kcal/mol
* electronic energy: -39281.4990 eV
* HOMO energy: -0.5296 hartree

ORCA calculation (wB97M-V/def2-TZVPD) on a cluster of 4 separate species, C29H56N4O16P3 in total.

Last column: Löwdin charge in e.
Atoms and positions in Å:
H -0.9848 1.4718 0.8627  0.116
H -4.3021 8.7097 8.8547  0.123
H -3.7139 2.4082 4.2076  0.072
H 4.1936 -8.9663 -1.2404  0.112
O -2.8919 -4.7809 -3.2127  -0.044
H -6.2576 10.2829 8.7282  0.080
O -3.6094 -3.5681 -4.9624  -0.083
H -1.4159 12.0136 6.1507  0.078
H -6.4538 1.5095 -0.3740  0.069
H 9.9568 -10.0631 -1.4692  0.086
H 5.1322 -1.4720 -2.7611  0.070
H -2.7066 11.1390 4.1151  0.110
H -4.5435 2.2710 -1.9208  0.099
O -4.5788 1.2138 2.2595  -0.232
C 6.7443 -6.3955 -4.4552  -0.086
H -6.5412 8.7580 7.8674  0.087
H -6.1816 10.2255 6.9618  0.066
H -2.3099 0.3453 1.1676  0.111
H -1.1686 10.3229 4.4092  0.119
H 6.6688 -6.5254 -5.5395  0.083
H 3.3839 -2.9402 -6.1403  0.110
H 2.7270 -3.8286 -2.7642  0.078
C -4.4697 9.3447 7.9818  -0.304
H 5.6847 -10.1466 0.2998  0.062
H 8.8475 -6.6793 -4.1392  0.113
H -1.6778 10.4327 6.9159  0.084
C 4.7006 -8.3848 -0.4647  -0.290
C -6.5081 2.3641 -1.0574  -0.082
C -5.0250 7.1640 2.5907  -0.063
H -0.5163 -5.6042 -5.1314  0.115
O -4.4172 3.3244 -0.1456  -0.194
H -6.2210 2.5621 3.2544  0.103
C 1.1705 -4.1713 -5.2147  -0.022
H 9.3771 -9.2304 0.7584  0.122
C -2.0655 11.1369 6.1774  -0.088
H 3.0356 -1.2509 -5.5543  0.108
O -3.9426 8.6546 6.8509  -0.192
O 5.7995 -7.6801 -1.0289  -0.219
H -5.7846 7.1630 1.8024  0.084
C 3.9082 -2.5711 -3.9384  -0.648
H -5.2543 3.8715 -1.9217  0.121
C -5.9478 9.6754 7.8798  -0.083
O -4.7244 7.5753 4.9785  -0.212
O -4.9967 9.7320 4.0284  -0.230
H -6.5100 7.9394 3.9769  0.102
H 5.7685 -8.7490 1.3810  0.083
H -3.0526 11.4708 6.5151  0.062
H 3.9972 -7.6372 -0.0955  0.121
N 4.6187 -1.3115 -3.6336  0.065
C 8.5686 -9.5609 0.1023  -0.304
H 4.2373 -4.5107 -4.4291  0.062
H -7.1652 3.1066 -0.5965  0.082
O -4.8130 3.5734 2.1104  -0.226
C -0.7814 -2.2233 -4.2135  0.004
H -6.0979 6.2614 4.2116  0.093
O 6.1847 -8.9157 -3.0519  -0.229
H -0.9934 0.3348 -5.0678  0.147
C -0.2154 -4.5423 -4.9457  0.011
H 6.8780 -5.3350 -4.2469  0.054
N 4.8374 -3.7055 -4.1984  0.058
H -1.5417 0.4369 -1.2755  0.062
P -4.4280 2.2591 1.1755  0.661
O 1.6887 0.4526 -4.0495  0.118
C 1.5545 -2.7561 -4.9900  -0.164
H 4.2602 -9.6725 1.2229  0.080
C 5.1249 -9.2855 0.6813  -0.087
C 9.1245 -10.5237 -0.9313  -0.083
O -2.8061 9.2164 4.8675  -0.217
C 0.6064 -1.7754 -4.5004  -0.033
H -6.9584 2.0259 -1.9886  0.083
C -5.6741 7.2345 3.9627  -0.286
H 8.3718 -10.8035 -1.6764  0.067
H -4.0168 4.0265 4.7817  0.071
P 6.9652 -8.5500 -1.8090  0.648
H 2.4723 -2.1771 -2.4743  0.078
H 1.9603 -4.8716 -5.5651  0.099
H 7.9826 -8.1787 -4.3608  0.100
H -6.0620 4.2694 3.5775  0.088
C -5.1400 2.9647 -1.3230  -0.298
C -1.2265 -3.5833 -4.4432  -0.023
H 7.8455 -10.0800 0.7377  0.094
H -4.4369 6.2503 2.4996  0.069
C 3.0391 -2.3338 -5.2569  -0.079
H 5.7850 -6.6709 -4.0129  0.067
H -5.0303 2.6916 5.3577  0.077
H -3.8979 10.2618 8.1504  0.093
C -2.1705 10.4853 4.8100  -0.295
C -2.0390 1.2750 0.6584  -0.283
H -4.3345 7.9861 2.3942  0.072
H 5.2539 -3.9416 -3.2874  0.071
O -2.4940 -0.8314 -3.0013  0.133
H -2.1337 2.1058 -1.3352  0.091
O -2.7816 2.3623 1.2050  -0.227
N -0.6654 0.1556 -4.1080  0.098
C -1.5142 -0.9667 -3.6631  -0.351
C -5.4894 3.3685 3.3529  -0.297
O 7.9672 -8.3909 -0.4479  -0.193
C 0.7409 -0.2580 -4.1893  -0.370
P -4.4003 9.1626 5.2967  0.648
C 7.9138 -7.1901 -3.8986  -0.291
C -4.5107 3.1000 4.4843  -0.070
H 5.2648 -1.1105 -4.4019  0.076
C -2.2461 1.1401 -0.8385  -0.086
N 3.1413 -2.9004 -2.7316  0.074
H -3.2530 0.7668 -1.0497  0.064
H 9.4784 -11.4326 -0.4481  0.080
C -2.7089 -4.0073 -4.1683  -0.702
O 7.8370 -7.3142 -2.4755  -0.216

Summary:
* total charge: -1
* electronic energy: -97567.9645 eV
* HOMO energy: -0.1766 hartree

ORCA calculation (wB97M-V/def2-TZVPD) on a structure of composition C7H14F12FeN6O16S4.

Last column: Löwdin spin population.
Atoms and positions in Å:
O -1.8806 0.4408 0.4441  0.036
C -3.0377 0.6937 0.6406  0.005
C -1.9996 -0.5442 -3.3462  0.003
O -0.7105 -1.3538 -0.9917  0.077
H 3.1330 0.1619 -4.3970  0.000
C -0.3825 3.1593 3.1604  0.003
F -2.1289 2.8216 -1.3491  0.000
H 3.4695 -1.8948 -4.1434  0.000
H 1.2660 -2.7891 -0.2587  0.002
N 4.4063 -0.2150 1.1992  0.000
H 4.1691 -1.1859 1.3443  0.000
C 2.4003 -0.8720 -2.8004  0.000
Fe 0.1505 -0.4745 0.5699  4.448
H -3.9633 -0.7754 -0.5251  0.000
S -1.6891 -1.9318 -1.9745  0.009
O -1.0766 -1.6803 1.6598  0.073
H -2.9950 1.8098 2.2539  0.000
F -1.1675 -4.0568 0.2098  0.001
F -0.9663 4.5965 -1.9408  0.001
O -1.1648 -2.8700 3.8456  0.008
C -1.2191 -4.3883 1.5070  0.002
H 4.9134 1.9384 0.6581  0.000
H -4.5288 1.7167 1.3943  0.000
H 2.0650 -2.4033 0.9679  0.003
F -0.4582 3.6513 4.4395  0.001
H 5.3894 -0.0377 1.3478  0.000
H 3.1512 -2.7682 -2.6433  0.000
S -1.7366 -2.7764 2.4462  0.007
O 0.2771 1.2059 -0.4636  0.070
O 1.7566 -0.8225 -1.7546  0.003
O 1.2306 -2.2435 0.5270  0.050
H 1.6734 0.7685 -3.5511  0.000
O 0.2078 0.5749 2.2191  0.080
F -2.1260 -5.3745 1.7663  0.001
H 3.3422 2.5907 0.1826  0.000
F -0.8509 -0.1351 -3.8463  0.000
F 0.5034 3.8642 2.3757  0.000
O 2.2771 0.3153 0.7143  0.030
N -3.5311 1.5645 1.4339  0.001
C -1.0390 3.5513 -1.1059  0.003
O 0.8508 2.2239 -2.6108  0.007
F -2.7119 0.3975 -2.8837  0.001
N 2.3697 0.0625 -3.7431  0.000
F -2.6524 -1.1532 -4.3669  0.001
F -1.2106 4.0091 0.1330  0.000
O -1.1309 -3.1238 -2.6752  0.010
F -0.0404 -4.7972 2.0196  0.001
O 1.7458 1.5810 3.7644  0.007
O -0.4480 0.7674 4.5425  0.009
O 1.5805 3.3161 -0.5428  0.006
F -1.6645 2.9753 2.6544  0.000
N -4.0380 0.0588 0.0394  0.001
O -3.1700 -2.8154 2.3341  0.008
H -4.9351 0.4638 0.2659  0.000
S 0.3570 1.3647 3.4328  0.010
S 0.5710 2.4801 -1.1894  0.010
N 3.0477 -1.9509 -3.2275  0.000
C 3.4536 0.6424 0.8363  0.004
O -3.0413 -2.1476 -1.4289  0.005
N 3.9373 1.8132 0.4306  0.001

Summary:
* total charge: -1
* ⟨S²⟩: 8.755
* multiplicity: 6
* electronic energy: -159529.3563 eV
* HOMO energy (alpha / beta): -0.2568 / -0.2543 hartree

ORCA calculation (wB97M-V/def2-TZVPD) on the ion C27H27N2O3 with charge +1.

Last column: natural (NBO) charge in e.
Atoms and positions in Å:
H 3.6675 1.9703 -1.1968  0.230
H -2.6053 -3.3081 2.4023  0.223
C 1.7508 3.3320 0.4483  -0.046
H 0.4653 -0.4252 2.4219  0.226
H 0.1306 -3.1533 0.7369  0.218
C 1.4823 -0.4698 -0.0223  -0.288
C -1.8525 2.1412 2.1620  -0.193
C -2.8129 0.1479 3.0987  0.350
H -3.9789 1.9841 2.7338  0.247
C 1.7630 -0.6101 -2.6905  -0.102
O 4.8452 0.5907 -4.3489  -0.489
H -5.2789 0.6807 4.0036  0.190
H 4.0667 0.9683 0.2426  0.240
C 3.6944 -0.8866 -1.2587  -0.188
C -2.7715 -3.4088 1.3203  -0.459
H 4.2420 2.7835 0.3163  0.235
H 5.6313 -0.6262 -2.1831  0.246
C -0.6783 1.3590 1.9974  0.138
H -5.8734 -0.9401 3.6298  0.212
C 2.2825 -0.5875 -1.3370  -0.109
C -4.1834 -2.8968 1.0662  -0.057
H -0.4429 0.3355 -1.7045  0.217
C 3.6451 1.9417 -0.0945  -0.416
C 0.5410 3.1863 0.9475  -0.039
H -2.9297 0.2142 -1.3291  0.234
O -3.8781 -0.7119 3.2235  -0.510
H 2.2468 4.2136 0.0900  0.251
C -1.5763 -0.5463 3.1499  -0.247
H 5.1046 1.7763 -5.9632  0.216
C -5.2264 -0.1445 3.2759  -0.268
C 0.0403 -1.0732 -0.1591  -0.075
C -1.8873 -2.5208 0.4654  -0.130
H -2.7092 -4.4687 1.0777  0.237
C -2.2481 -0.4797 -0.8554  -0.290
C -0.5187 0.0715 2.5149  -0.191
C 2.6030 -0.2039 -3.7462  -0.349
H 0.7480 -0.9376 -2.9814  0.230
C 4.5477 -0.5602 -2.2910  -0.295
C -2.7434 -1.5093 -0.0132  0.402
C -0.8519 -0.3690 -0.9822  -0.213
O -4.0409 -1.6085 0.3987  -0.502
H -0.1922 3.9241 1.2691  0.249
N 2.2603 2.0618 0.3178  -0.316
H -4.7685 -3.5042 0.3668  0.190
N 0.3381 1.8338 1.1689  -0.326
H 1.9998 -1.1793 0.7472  0.268
C 4.2639 1.2619 -5.5095  -0.259
C -2.9918 1.4995 2.6860  -0.294
C 1.3137 1.0744 0.4795  0.481
H -1.5414 -1.5315 3.5699  0.243
H 4.1013 -1.4785 -0.4009  0.231
H 3.4612 1.9642 -5.2232  0.183
C 3.9875 -0.0356 -3.4831  0.342
C -0.4924 -2.3281 0.3536  -0.128
H -1.9421 3.1778 1.8304  0.222
H -5.4997 0.1858 2.2561  0.198
H -4.7723 -2.6982 1.9626  0.202
H 2.2234 0.0074 -4.7604  0.240
H 3.8410 0.5145 -6.1974  0.187

Summary:
* total charge: +1
* energy relative to the best compared isomer or geometry (same formula, charge and spin): 24.6 kcal/mol
* electronic energy: -37549.9759 eV
* HOMO energy: -0.3854 hartree

ORCA calculation (wB97M-V/def2-TZVPD) on a structure of composition C14H18ClMnNO3.

Last column: Löwdin spin population.
Atoms and positions in Å:
O 1.9783 0.6503 2.4725  0.005
H -1.9767 -5.9581 1.1327  0.001
H -0.4167 -6.7012 2.8452  0.006
C -0.8514 0.0907 -1.6324  0.013
H 1.0838 2.7659 -2.2917  0.003
H 0.7466 -0.9336 -3.6474  0.000
C -0.5615 -2.8214 1.0905  0.005
C -1.6687 -3.8547 1.2687  0.000
C -1.4506 1.0958 -0.7890  -0.063
C 0.4644 -4.8220 3.3520  0.069
C 1.3701 0.9450 1.5060  -0.004
C -0.6404 2.3046 -0.8913  -0.038
H -0.8415 -3.1659 3.8537  0.034
H 0.9502 -1.8885 2.0564  0.007
H 0.8906 -2.8416 4.1119  0.000
H -1.1497 -0.9606 -1.7405  0.003
O -0.3942 -2.2013 0.0347  0.312
N 0.2681 -2.6458 2.1483  0.466
H -0.8402 3.2539 -0.3866  -0.001
H 1.8467 0.4863 -3.7192  -0.002
C 0.1667 0.7283 -2.4212  -0.058
O -1.3654 0.4820 2.2118  -0.025
C 0.1704 -3.3144 3.4306  0.085
Cl 2.3894 -0.1756 -0.6259  0.119
H -1.5577 -5.5356 3.5251  0.000
H -2.4347 1.0186 -0.3281  -0.001
C -1.1627 -5.2841 1.4193  0.005
H -2.2815 -3.5607 2.1320  -0.003
C 0.3688 2.0530 -1.8895  0.032
H 1.3485 -4.9843 2.7215  -0.001
C -0.5633 0.5490 1.3558  -0.033
H -2.2936 -3.7869 0.3722  0.000
H -0.3444 -5.4667 0.7135  0.001
Mn 0.5257 0.7591 -0.1612  2.059
C -0.7116 -5.6455 2.8324  0.008
H 0.7259 -5.1571 4.3649  0.008
H 0.3027 0.5289 -4.5552  -0.005
C 0.8031 0.1640 -3.6408  -0.010

Summary:
* total charge: +2
* ⟨S²⟩: 3.915
* multiplicity: 4
* electronic energy: -66265.3406 eV
* HOMO energy (alpha / beta): -0.5876 / -0.5851 hartree

Record order is preserved below.
Max |F|: 6.54, 8.69, 5.81, 2.83, 6.53 eV/Å